1.
A cluster of 8 separate species, C33H68O10S in total. Source: the OMol25 dataset; level of theory: wB97M-V/def2-TZVPD.

Values from the calculation:
- E_LUMO (eV) = 0.5117
- frontier orbital gap (eV) = 9.619

ORCA input file:
```
! wB97M-V def2-TZVPD RIJCOSX def2/J DEFGRID3
* xyz 0 1
C 1.67 -2.25 -1.69
C 1.60 -1.91 -3.19
C 1.91 -0.42 -3.43
C 0.88 0.44 -2.69
C 0.84 1.91 -3.15
C -0.44 2.60 -2.64
C -0.63 2.46 -1.12
C -1.53 1.32 -0.63
C -2.96 1.76 -0.27
C -3.81 1.99 -1.52
C -4.18 0.71 -2.24
C -5.34 0.93 -3.19
O -5.90 -0.30 -3.71
S -6.86 -1.03 -2.61
O -6.07 -2.05 -1.98
O -7.81 -1.83 -3.65
H 1.86 -3.30 -1.51
H 0.74 -1.92 -1.25
H 2.45 -1.63 -1.26
H 0.56 -2.06 -3.49
H 2.23 -2.55 -3.79
H 2.89 -0.25 -2.96
H 1.91 -0.22 -4.49
H -0.10 0.02 -2.91
H 1.09 0.43 -1.63
H 1.72 2.46 -2.84
H 0.75 1.88 -4.24
H -0.36 3.66 -2.85
H -1.31 2.21 -3.17
H -1.01 3.39 -0.69
H 0.37 2.34 -0.69
H -1.07 0.89 0.26
H -1.61 0.52 -1.36
H -2.94 2.67 0.32
H -3.42 0.98 0.34
H -3.29 2.67 -2.18
H -4.74 2.49 -1.21
H -4.38 -0.10 -1.54
H -3.34 0.36 -2.84
H -5.01 1.48 -4.07
H -6.11 1.53 -2.71
H -7.27 -2.51 -4.09
C -2.44 6.69 -3.99
C -2.99 5.76 -2.94
O -2.30 4.88 -2.45
C -4.42 5.94 -2.52
H -1.41 6.44 -4.20
H -3.02 6.60 -4.91
H -2.50 7.72 -3.64
H -5.08 5.82 -3.37
H -4.56 6.94 -2.10
H -4.67 5.21 -1.76
C -9.01 4.21 -2.27
C -8.30 5.36 -1.60
O -7.23 5.75 -1.99
C -9.00 6.00 -0.43
H -8.40 3.84 -3.09
H -9.16 3.40 -1.55
H -9.98 4.53 -2.66
H -9.15 5.26 0.36
H -9.97 6.40 -0.74
H -8.39 6.81 -0.04
C 5.29 -2.15 2.00
C 4.81 -2.65 0.67
O 4.94 -2.00 -0.34
C 4.15 -4.01 0.64
H 5.74 -1.16 1.88
H 4.45 -2.07 2.70
H 6.03 -2.82 2.42
H 3.26 -4.01 1.28
H 4.85 -4.77 0.99
H 3.85 -4.25 -0.38
C 5.75 -2.34 -4.43
C 5.09 -2.77 -5.72
O 3.94 -3.16 -5.74
C 5.92 -2.70 -6.98
H 5.05 -2.44 -3.60
H 6.62 -2.96 -4.23
H 6.06 -1.30 -4.50
H 6.80 -3.34 -6.88
H 6.24 -1.67 -7.15
H 5.32 -3.03 -7.82
C 3.82 -2.36 5.81
C 5.27 -1.94 5.77
O 6.05 -2.42 4.98
C 5.70 -0.89 6.77
H 3.64 -3.12 5.05
H 3.59 -2.78 6.79
H 3.18 -1.50 5.61
H 5.52 -1.25 7.78
H 5.13 0.03 6.61
H 6.76 -0.68 6.64
C 6.87 -4.03 8.55
C 5.61 -4.81 8.85
O 4.69 -4.86 8.06
C 5.55 -5.54 10.17
H 6.78 -3.56 7.57
H 7.01 -3.25 9.31
H 7.73 -4.69 8.56
H 5.64 -4.82 10.99
H 6.37 -6.26 10.24
H 4.60 -6.06 10.26
C -2.54 -2.28 2.29
C -1.81 -1.11 2.92
O -0.73 -0.76 2.50
C -2.48 -0.41 4.07
H -1.95 -2.68 1.48
H -2.71 -3.06 3.04
H -3.50 -1.94 1.90
H -2.65 -1.11 4.89
H -3.44 0.00 3.75
H -1.85 0.40 4.42
*
```

***

2.
A structure of composition C33H70Br2F3NbO8P. Source: the OMol25 dataset; level of theory: wB97M-V/def2-TZVPD.

Values from the calculation:
- E_LUMO (eV) = 2.0887
- frontier orbital gap (eV) = 6.968

ORCA input file:
```
! wB97M-V def2-TZVPD RIJCOSX def2/J DEFGRID3
* xyz -1 1
C 4.26 -3.74 3.20
C 5.20 -3.92 1.99
O 4.50 -4.16 0.77
P 4.19 -2.86 -0.13
O 5.36 -1.98 -0.29
C 2.75 -2.04 0.55
C 2.62 -0.63 -0.04
C 1.62 0.20 0.82
Nb -0.36 0.55 -0.28
C -1.39 -0.58 1.38
C -2.90 -0.26 1.32
C -3.81 -1.46 0.99
C -4.36 -2.14 2.25
C -3.18 -2.48 0.03
C -4.22 -3.15 -0.89
C -4.02 -4.63 -1.00
C -4.09 -5.36 -2.13
C -4.43 -4.81 -3.48
C -3.79 -6.84 -2.09
C 0.97 1.78 -1.71
C 0.45 1.82 -3.17
C 1.01 0.72 -4.06
F 1.35 -0.39 -3.39
Br -0.35 0.22 -5.39
C 2.26 1.21 -4.84
F 3.09 1.88 -4.02
F 1.94 2.02 -5.87
Br 3.27 -0.31 -5.59
C -0.66 2.51 0.90
O -2.05 2.99 1.07
C -2.55 3.64 0.02
C -3.99 3.32 -0.30
O -1.93 4.48 -0.65
O 3.71 -3.49 -1.52
C 4.69 -3.55 -2.56
C 5.87 -4.46 -2.27
H 4.34 -2.71 3.55
H 3.24 -3.94 2.93
H 4.60 -4.40 3.99
H 5.86 -3.07 1.90
H 5.82 -4.80 2.16
H 1.85 -2.61 0.36
H 2.91 -1.93 1.62
H 2.26 -0.73 -1.05
H 3.58 -0.13 -0.04
H 2.06 1.19 0.99
H 1.40 -0.30 1.76
H -1.85 0.95 -1.29
H -0.17 -0.94 -1.35
H -1.01 -0.17 2.31
H -1.18 -1.65 1.41
H -3.13 0.52 0.60
H -3.20 0.15 2.28
H -4.69 -1.06 0.48
H -5.22 -2.73 1.97
H -4.74 -1.36 2.90
H -3.61 -2.74 2.75
H -2.74 -3.27 0.64
H -2.37 -2.05 -0.55
H -4.16 -2.67 -1.86
H -5.21 -2.99 -0.47
H -3.78 -5.17 -0.09
H -4.98 -3.89 -3.42
H -5.05 -5.53 -4.02
H -3.53 -4.67 -4.07
H -4.58 -7.40 -2.57
H -2.86 -7.03 -2.64
H -3.68 -7.15 -1.06
H 1.05 2.81 -1.38
H 1.99 1.38 -1.72
H -0.63 1.84 -3.20
H 0.77 2.76 -3.62
H -0.07 3.34 0.51
H -0.29 2.32 1.91
H -4.14 2.26 -0.45
H -4.65 3.65 0.50
H -4.25 3.86 -1.20
H 4.15 -3.95 -3.42
H 5.00 -2.55 -2.85
H 5.77 -4.96 -1.32
H 5.97 -5.23 -3.03
H 6.79 -3.89 -2.22
C 1.91 2.39 6.28
C 1.83 2.34 4.76
C 2.28 3.65 4.14
O 0.49 2.04 4.35
H 1.26 3.17 6.68
H 1.59 1.44 6.71
H 2.94 2.59 6.61
H 2.44 1.53 4.38
H 1.63 4.48 4.47
H 2.20 3.60 3.05
H 3.31 3.89 4.41
H -0.08 2.74 4.67
C -1.60 0.28 -9.11
C -0.94 1.57 -9.59
C 0.23 1.28 -10.51
O -0.51 2.34 -8.47
H -0.89 -0.32 -8.54
H -2.44 0.51 -8.45
H -1.97 -0.31 -9.95
H -1.68 2.18 -10.11
H 0.99 0.70 -9.98
H 0.69 2.21 -10.84
H -0.09 0.71 -11.39
H 0.13 1.82 -7.98
C -1.60 4.99 9.35
C -0.23 5.57 9.03
C -0.32 7.05 8.70
O 0.36 4.86 7.95
H -2.27 5.09 8.49
H -1.53 3.93 9.58
H -2.06 5.50 10.20
H 0.43 5.42 9.88
H -0.94 7.22 7.82
H 0.67 7.45 8.48
H -0.74 7.62 9.54
H -0.21 4.97 7.18
*
```

***

3.
A structure of composition C33H71BBeCaF6LiN3O17P2S. Source: the OMol25 dataset; level of theory: wB97M-V/def2-TZVPD.

Values from the calculation:
- E_LUMO (eV) = -4.3703
- frontier orbital gap (eV) = 1.109

ORCA input file:
```
! wB97M-V def2-TZVPD RIJCOSX def2/J DEFGRID3
* xyz 0 1
C -0.10 -5.12 0.61
C 0.77 -3.85 1.09
C 0.08 -2.95 2.22
C -1.31 -2.28 1.78
C -0.98 -1.09 0.73
C -2.14 -1.03 -0.41
C -1.54 -0.30 -1.69
C -1.98 1.27 -1.83
P -2.06 1.48 -3.69
C -2.16 3.26 -4.28
C -2.90 4.29 -3.29
C -3.64 0.66 -4.41
C -4.40 -0.27 -3.35
O -3.17 1.68 -1.13
B -3.02 2.50 0.09
C -3.49 1.71 1.45
C -5.04 1.31 1.24
O -5.89 2.51 1.16
C -5.99 3.11 2.49
C -5.42 4.61 2.35
O -1.56 2.81 0.08
C -0.85 2.01 -0.93
C 0.17 3.07 -1.54
C 1.58 2.44 -2.04
C 2.66 2.51 -0.85
C 3.15 3.99 -0.52
O 3.49 4.85 -1.36
O 3.17 4.40 0.86
H -1.18 -5.01 0.95
H 0.31 -6.06 1.13
H -0.02 -5.22 -0.54
H 1.15 -3.24 0.19
H 1.73 -4.29 1.56
H -0.03 -3.53 3.20
H 0.81 -2.08 2.44
H -1.80 -1.79 2.68
H -2.03 -3.06 1.32
H 0.01 -1.38 0.24
H -0.83 -0.08 1.24
H -2.34 -2.14 -0.68
H -3.13 -0.62 -0.03
H -0.39 -0.31 -1.55
H -1.71 -0.88 -2.67
H -1.08 3.66 -4.42
H -2.60 3.24 -5.34
H -3.58 4.95 -3.96
H -3.59 3.82 -2.52
H -2.12 5.00 -2.85
H -3.44 0.16 -5.42
H -4.37 1.54 -4.65
H -3.79 -1.15 -2.95
H -4.85 0.32 -2.45
H -5.31 -0.73 -3.89
H -3.48 3.62 0.00
H -2.86 0.79 1.69
H -3.34 2.44 2.32
H -5.21 0.73 0.25
H -5.39 0.65 2.12
H -7.11 3.08 2.74
H -5.40 2.53 3.28
H -4.81 4.91 3.28
H -6.29 5.32 2.15
H -4.71 4.62 1.45
H -0.17 1.38 -0.23
H -0.25 3.75 -2.36
H 0.46 3.78 -0.68
H 1.39 1.31 -2.20
H 1.96 2.93 -3.00
H 3.61 1.89 -1.08
H 2.23 2.09 0.14
H 2.26 4.55 1.19
Li -8.46 1.85 2.14
C 4.29 -4.49 7.10
C 2.88 -4.83 6.67
C 2.70 -4.90 5.15
O 2.67 -3.59 4.61
C 3.91 -3.14 4.05
N 1.96 -3.75 7.16
H 4.56 -3.46 6.86
H 4.40 -4.61 8.18
H 5.01 -5.15 6.62
H 2.56 -5.77 7.14
H 1.73 -5.35 4.93
H 3.46 -5.54 4.67
H 4.52 -3.97 3.69
H 4.46 -2.57 4.81
H 3.69 -2.47 3.22
H 2.15 -3.45 8.12
H 0.98 -4.03 7.09
H 2.06 -2.94 6.52
C -2.80 7.51 4.23
C -4.21 7.86 4.60
O -5.16 7.34 4.03
C -4.42 8.88 5.69
H -2.80 6.76 3.43
H -2.27 8.40 3.87
H -2.28 7.09 5.09
H -3.97 9.83 5.40
H -3.97 8.52 6.62
H -5.49 9.03 5.84
O 0.81 -2.19 -4.39
S -0.14 -3.31 -4.26
O -1.51 -2.78 -4.13
O 0.20 -4.11 -3.07
O -0.06 -4.17 -5.46
Be -5.73 1.57 -3.36
C 3.92 -3.14 -2.14
C 3.97 -1.64 -2.13
O 3.01 -0.96 -1.81
N 5.14 -1.04 -2.49
C 6.37 -1.65 -2.89
H 2.92 -3.47 -1.83
H 4.11 -3.51 -3.15
H 4.65 -3.55 -1.44
H 5.10 -0.02 -2.45
H 7.16 -1.33 -2.19
H 6.61 -1.29 -3.89
H 6.31 -2.74 -2.89
F 6.52 -5.89 -0.59
P 7.60 -4.73 -0.35
F 7.25 -4.61 -1.92
F 8.56 -5.86 0.25
F 6.98 -4.58 1.12
F 7.24 -3.18 -0.24
F 9.09 -4.26 -0.76
Ca 9.42 -3.65 -2.70
C -4.16 -2.10 -7.77
C -5.18 -1.02 -8.13
O -4.70 0.11 -8.39
O -6.37 -1.40 -8.11
H -3.14 -1.70 -7.80
H -4.35 -2.47 -6.77
H -4.23 -2.92 -8.48
N 7.08 2.38 -2.45
O 6.23 1.64 -2.99
O 7.80 3.11 -3.15
O 7.21 2.37 -1.21
*
```